1.
Below is a cluster of 2 separate species, H5NOSi2 in total in a non-equilibrium geometry, with properties calculated with the ωB97M-V functional and the def2-TZVPD basis.

Its SMILES is N=[SiH2].O=[SiH2]. As for the energy relative to the best compared isomer or geometry (same formula, charge and spin): 439.4 kJ/mol. As for the HOMO energy: -10.0 eV. As for the total charge: 0. Its lowest unoccupied orbital energy is -0.6 eV.

Cartesian coordinates (Å):
N1 -0.70029 0.25657 -0.18725
Si1 -2.24298 0.45189 0.29874
H1 -0.42541 0.71652 -0.98902
H2 -3.54491 1.23576 0.03749
H3 -2.70975 -0.05160 1.65818
O1 2.18305 0.97325 -0.68034
Si2 2.09499 -0.21734 0.20087
H4 2.31232 -0.12962 1.66212
H5 2.31199 -1.60100 -0.18236

Cartesian forces (eV/Å) of the 3 atoms listed first:
-2.06 -1.10 2.40
-0.42 0.10 1.61
0.98 1.20 -2.26



2.
Below is the molecule C6H12N2 in a non-equilibrium geometry, with properties calculated with the ωB97M-V functional and the def2-TZVPD basis.

As for the energy relative to the best compared isomer or geometry (same formula, charge and spin): 608.0 kJ/mol. As for the HOMO energy: -9.0 eV. As for the total charge: 0. Its lowest unoccupied orbital energy is 1.0 eV.

Cartesian coordinates (Å):
C1 -0.13904 -1.66931 0.44224
C2 0.07491 -0.53559 -0.44517
C3 -1.39037 0.41288 -0.47053
C4 -0.76919 1.53206 -0.11634
C5 0.50803 1.77651 -0.74690
C6 0.38937 1.22764 1.03136
H1 1.97457 -2.43453 0.09671
H2 0.67504 -3.62689 0.34415
H3 -0.04056 -1.37100 1.66357
H4 -0.93280 -2.35851 0.08807
H5 0.41298 -0.91801 -1.37946
H6 -1.88668 0.59548 -1.39136
H7 -1.92970 -0.09997 0.52546
H8 -1.58399 2.39541 -0.13628
H9 0.91821 2.71563 -0.46089
H10 0.53294 1.71073 -1.92574
H11 1.03365 2.01795 1.31788
H12 0.06061 0.61054 1.77116
N1 0.98253 -2.57762 -0.09340
N2 1.10948 0.59660 -0.11454

Cartesian forces (eV/Å) of the 3 atoms listed first:
3.84 -1.63 1.85
-1.98 4.29 -1.47
0.12 -8.61 2.06



3.
Below is a structure of composition C26H43BrN6NiP2 in a non-equilibrium geometry, with properties calculated with the ωB97M-V functional and the def2-TZVPD basis.

As for the energy relative to the best compared isomer or geometry (same formula, charge and spin): 121.6 kJ/mol. As for the HOMO energy (alpha / beta): -12.3 / -13.1 eV. As for the total charge: +2. The spin multiplicity is 3. Its lowest unoccupied orbital energy (alpha / beta) is -6.1 / -9.3 eV.

Cartesian coordinates (Å):
N1 -0.17216 -6.52188 2.92466
C1 0.23611 -5.62949 3.82870
C2 0.57793 -4.31839 3.48060
C3 0.42807 -3.90854 2.12693
C4 -0.00201 -4.89651 1.19173
C5 -0.28214 -6.18742 1.63899
C6 0.61040 -2.56072 1.69902
Ni1 0.19228 -0.23407 0.54963
P1 -1.90167 3.57165 -1.46467
C7 -0.11015 -2.08827 0.53311
C8 -1.56186 -1.76586 0.68363
C9 -2.48980 -2.11457 -0.31792
C10 -3.67030 -1.38485 -0.41907
C11 -3.93260 -0.38212 0.53485
C12 -3.22592 -0.36701 1.75460
C13 -2.01449 -1.06095 1.82314
Br1 -4.68516 1.19269 -0.03123
H1 1.29035 -1.91736 2.27096
H2 0.11709 -2.63450 -0.39152
H3 0.90704 -3.61496 4.24272
H4 -0.10015 -4.65740 0.13273
H5 0.29602 -5.96109 4.86976
H6 -0.61066 -6.94102 0.91304
H7 -2.25003 -2.91708 -1.02228
H8 -1.43070 -1.09602 2.74622
H9 -4.34753 -1.53966 -1.24869
H10 -3.55159 0.27716 2.56128
P2 1.60420 -0.41280 -1.11487
C14 -3.00989 3.97454 -0.04182
C15 -4.39040 4.48059 -0.46583
H11 -2.49529 4.79277 0.49142
H12 -3.07842 3.11093 0.63690
H13 -5.08264 4.44104 0.38115
H14 -4.31228 5.52675 -0.78314
H15 -4.82772 3.92178 -1.29947
C16 -2.05285 1.84818 -2.04052
C17 -2.63542 1.90457 -3.44964
H16 -2.71538 1.29089 -1.36037
H17 -1.06261 1.37075 -2.01830
H18 -2.83186 0.90666 -3.85223
H19 -3.57473 2.47088 -3.46085
H20 -1.94522 2.41117 -4.13539
C18 -0.33461 3.57872 -0.57389
C19 0.21127 5.00392 -0.48269
H21 0.36120 2.89545 -1.08392
H22 -0.58756 3.16810 0.41625
H23 1.30201 4.99303 -0.36969
H24 -0.02511 5.57223 -1.39252
H25 -0.21586 5.54849 0.36935
C20 2.71521 1.02960 -1.22259
C21 3.83581 0.94231 -2.25711
H26 3.14383 1.16526 -0.22077
H27 2.06650 1.89731 -1.40825
H28 4.68041 0.34594 -1.88969
H29 3.50920 0.52636 -3.21669
H30 4.20787 1.95357 -2.45420
C22 0.91840 -0.55558 -2.81378
C23 0.17141 -1.84925 -3.13848
H31 1.74694 -0.39673 -3.52265
H32 0.23747 0.30132 -2.91790
H33 0.75002 -2.74847 -2.88622
H34 -0.79781 -1.89998 -2.62418
H35 -0.02529 -1.87440 -4.21982
C24 2.76052 -1.83701 -1.00039
C25 3.69576 -1.81583 0.20764
H36 3.33260 -1.86669 -1.94273
H37 2.15223 -2.74838 -0.97070
H38 4.20487 -2.78865 0.29170
H39 4.47049 -1.04490 0.11520
H40 3.16386 -1.63247 1.15192
N2 3.86392 0.84827 3.98247
N3 2.69344 1.01628 3.25296
N4 2.35650 2.28870 2.89366
C26 1.43119 2.05673 1.98441
N5 1.25610 0.73339 1.71427
N6 2.17266 0.06207 2.49957
H41 4.09368 1.74611 4.39560
H42 3.71034 0.14831 4.69380
H43 0.86472 2.85643 1.54210

Cartesian forces (eV/Å) of the 3 atoms listed first:
-0.20 -0.57 0.17
0.19 0.58 -0.58
-0.09 -0.21 -0.40



4.
Below is a structure of composition C12H14N3O2Sc in a non-equilibrium geometry, with properties calculated with the ωB97M-V functional and the def2-TZVPD basis.

As for the HOMO energy (alpha / beta): -16.0 / -15.7 eV. As for the total charge: +2. Its lowest unoccupied orbital energy (alpha / beta) is -9.8 / -11.1 eV.

Cartesian coordinates (Å):
Sc1 0.18976 -1.40435 0.68186
O1 3.51661 -0.49015 -0.76202
C1 2.77397 -0.44461 0.22626
O2 2.46782 -1.34491 1.09623
C2 2.11932 0.87272 0.35508
C3 2.87818 1.99808 0.12580
C4 2.34364 3.25142 0.03934
C5 0.85878 3.23759 -0.00499
C6 0.19298 4.53508 -0.17131
C7 -1.16228 4.56555 0.00508
C8 -1.81848 3.33721 -0.08077
C9 -1.18675 2.11208 0.04765
C10 0.17938 2.08472 0.15639
N1 0.77308 0.86563 0.44372
H1 3.96899 1.91695 0.18308
H2 2.84633 4.18810 0.03921
H3 0.74024 5.49947 -0.15978
H4 -1.68797 5.45533 0.08541
H5 -2.96786 3.30121 -0.21356
H6 -1.88016 1.28191 -0.14440
N2 -1.64264 -1.89449 0.28355
C11 -2.09162 -2.94965 -0.00262
C12 -1.08764 -4.12884 -0.01984
N3 0.37183 -3.75532 0.47755
H7 -3.68622 -4.53924 -1.14435
H8 -3.69988 -4.71559 -0.45917
H9 -0.02556 -1.60502 -1.14914
H10 -2.99482 -3.40630 -0.14440
H11 -0.83357 -4.61439 -0.88893
H12 -1.26850 -4.83712 0.67223
H13 0.82460 -4.01008 -0.59116
H14 0.98848 -4.36298 1.01797

Cartesian forces (eV/Å) of the 3 atoms listed first:
5.42 0.51 0.08
-1.06 -0.02 1.52
2.05 -1.27 -0.73



5.
Below is a structure of composition C5H10O, with properties calculated with the ωB97M-V functional and the def2-TZVPD basis.

As for the energy relative to the best compared isomer or geometry (same formula, charge and spin): 566.8 kJ/mol. As for the HOMO energy: -7.5 eV. As for the total charge: 0. Its lowest unoccupied orbital energy is 1.1 eV.

Cartesian coordinates (Å):
C1 -2.03563 0.15333 0.05601
C2 -0.75863 -0.59092 -0.25215
O1 0.08723 0.17014 -1.11308
C3 0.50365 -0.40052 0.46532
C4 1.64476 -0.59546 -1.17885
C5 0.65724 0.78620 1.36526
H1 -2.68558 0.16852 -0.82485
H2 -1.84897 1.18553 0.35805
H3 -2.56971 -0.35924 0.86309
H4 -0.95112 -1.60074 -0.63399
H5 1.52846 -1.67211 -1.27690
H6 1.78568 -0.13265 -2.16604
H7 2.50433 -0.34195 -0.55552
H8 0.39636 0.45784 2.38157
H9 0.03862 1.65825 1.11498
H10 1.70332 1.11378 1.39712

Cartesian forces (eV/Å) of the 3 atoms listed first:
-0.01 0.04 0.05
-0.13 -0.05 0.05
0.10 0.02 -0.13



6.
Below is the molecule C18H12Br2N4O2, with properties calculated with the ωB97M-V functional and the def2-TZVPD basis.

Its SMILES is O=C(Nc1ccc(Br)cn1)c1cccc(C(=O)Nc2ccc(Br)cn2)c1. As for the HOMO energy: -8.9 eV. As for the total charge: 0. Its lowest unoccupied orbital energy is -0.1 eV.

Cartesian coordinates (Å):
O1 -2.20309 -2.37828 0.61418
C1 -1.77376 -1.51283 -0.11528
N1 -2.50374 -0.42389 -0.51598
C2 -3.83041 -0.12807 -0.24891
C3 -4.68549 -0.95186 0.48664
C4 -5.99036 -0.53616 0.66219
C5 -6.38687 0.67282 0.10474
Br1 -8.17026 1.29383 0.31270
C6 -5.46654 1.42497 -0.60831
N2 -4.22180 1.02934 -0.77802
C7 -0.37725 -1.54249 -0.64518
C8 -0.00164 -0.95713 -1.85171
C9 1.30310 -1.07112 -2.30169
C10 2.24812 -1.74770 -1.55164
C11 1.88262 -2.33474 -0.34237
C12 2.85847 -3.16270 0.42429
O2 2.60499 -4.28350 0.79843
N3 4.10968 -2.63053 0.63046
C13 4.58989 -1.34116 0.50729
C14 3.78625 -0.19815 0.59031
C15 4.39138 1.03569 0.46357
C16 5.76701 1.08978 0.27476
Br2 6.64815 2.76059 0.08490
C17 6.48990 -0.09283 0.24698
N4 5.91049 -1.26900 0.36145
C18 0.56676 -2.25312 0.09046
H1 -2.05194 0.29562 -1.06521
H2 -4.32890 -1.87992 0.89967
H3 -6.68971 -1.13874 1.22137
H4 -5.73387 2.37114 -1.05788
H5 -0.72522 -0.44696 -2.47084
H6 1.58294 -0.63465 -3.24845
H7 3.26136 -1.84071 -1.91373
H8 4.81560 -3.30465 0.90891
H9 2.72694 -0.27263 0.77041
H10 3.81026 1.94326 0.52331
H11 7.56454 -0.09848 0.13004
H12 0.26456 -2.74124 1.00484

Cartesian forces (eV/Å) of the 3 atoms listed first:
-0.01 -0.16 0.14
-0.10 0.27 -0.11
0.44 0.06 -0.22



7.
Below is a cluster of 2 separate species, C6H12O in total in a non-equilibrium geometry, with properties calculated with the ωB97M-V functional and the def2-TZVPD basis.

Its SMILES is C=C(C)/C=C/C.O. As for the energy relative to the best compared isomer or geometry (same formula, charge and spin): 199.8 kJ/mol. As for the HOMO energy: -8.5 eV. As for the total charge: 0. Its lowest unoccupied orbital energy is 0.9 eV.

Cartesian coordinates (Å):
C1 -0.32377 2.01596 -1.36596
C2 -0.11190 0.97340 -0.55509
C3 -0.43940 0.98844 0.92161
C4 0.86042 -0.06523 -1.03344
C5 0.70876 -0.75954 -2.15170
C6 1.72058 -1.70662 -2.74369
H1 -0.56886 3.03156 -1.08742
H2 -0.29659 1.84653 -2.43582
H3 -1.44666 0.61625 1.07929
H4 -0.37192 2.03637 1.21489
H5 0.25838 0.35599 1.44510
H6 1.77634 -0.17776 -0.47039
H7 -0.06815 -0.49586 -2.86520
H8 1.41331 -2.75153 -2.76047
H9 1.94048 -1.40508 -3.77035
H10 2.64033 -1.61771 -2.16317
O1 -2.74643 -1.30421 6.08428
H11 -3.12259 -0.44501 6.31428
H12 -1.82233 -1.13595 6.34326

Cartesian forces (eV/Å) of the 3 atoms listed first:
-0.47 -0.33 -0.39
1.41 0.55 0.15
0.30 0.57 -1.06